(1)
{
  "formula": "C5H8N2O",
  "method": "the ωB97M-V functional and the def2-TZVPD basis",
  "elements": ["O", "N", "N", "C", "C", "C", "C", "C", "H", "H", "H", "H", "H", "H", "H", "H"],
  "positions_angstrom": [[1.73781, -1.31141, 0.23435], [-0.38796, -1.36399, -0.06168], [0.80093, 0.64128, -0.41147], [0.62956, -0.62135, -0.07227], [-1.52803, -0.79588, -0.38588], [2.76842, -0.45444, 0.16855], [-2.17122, 0.39295, 0.53236], [2.28044, 0.75652, -0.06537], [-0.01982, 1.34950, -0.25656], [-1.49202, 1.56354, 0.44650], [-1.99581, -0.03184, 1.76680], [-3.13527, 0.68602, 0.06682], [3.74839, -0.72483, 0.30389], [-2.34527, -1.55763, -0.63055], [-1.66711, -0.16171, -1.53903], [2.77696, 1.63328, -0.09646]],
  "mulliken_charge": [-0.35, -0.47, -0.12, 0.42, -0.45, -0.12, -0.86, -0.54, 0.25, 0.16, 0.23, 0.34, 0.45, 0.35, 0.22, 0.47],
  "e_above_lowest_kj_mol": 474.1,
  "homo_lumo_gap_ev": 8.8,
  "charge": 0,
  "lumo_ev": 0.714
}

(2)
{
  "formula": "H5NO2SSi",
  "method": "the ωB97M-V functional and the def2-TZVPD basis",
  "elements": ["S", "Si", "O", "O", "N", "H", "H", "H", "H", "H"],
  "positions_angstrom": [[0.82770, 0.55023, 1.40330], [-0.48868, 0.38695, -1.18939], [0.36916, -0.11472, 2.60281], [2.08600, 0.19112, 0.83684], [-0.53343, -0.74255, 0.20389], [0.15573, -1.40632, 0.23180], [-0.54352, 2.00873, -1.06579], [-1.47694, 0.09481, -2.13816], [-1.09964, -0.88473, 0.97191], [0.70364, -0.08354, -1.85721]],
  "mulliken_charge": [0.69, 0.49, -0.49, -0.43, -0.66, 0.35, -0.05, -0.18, 0.36, -0.07],
  "e_above_lowest_kj_mol": 103.6,
  "homo_lumo_gap_ev": 10.4,
  "charge": 0,
  "lumo_ev": 0.269
}

(3)
{
  "formula": "C37H75ClO11S",
  "method": "the ωB97M-V functional and the def2-TZVPD basis",
  "elements": ["Cl", "S", "O", "O", "O", "O", "O", "O", "O", "O", "O", "O", "O", "C", "C", "C", "C", "C", "C", "C", "C", "C", "C", "C", "C", "C", "C", "C", "C", "C", "C", "C", "C", "C", "C", "C", "C", "C", "C", "C", "C", "C", "C", "C", "C", "C", "C", "C", "C", "C", "H", "H", "H", "H", "H", "H", "H", "H", "H", "H", "H", "H", "H", "H", "H", "H", "H", "H", "H", "H", "H", "H", "H", "H", "H", "H", "H", "H", "H", "H", "H", "H", "H", "H", "H", "H", "H", "H", "H", "H", "H", "H", "H", "H", "H", "H", "H", "H", "H", "H", "H", "H", "H", "H", "H", "H", "H", "H", "H", "H", "H", "H", "H", "H", "H", "H", "H", "H", "H", "H", "H", "H", "H", "H", "H"],
  "positions_angstrom": [[3.53807, -0.78472, 3.08785], [-2.90731, -2.08890, 5.93531], [-0.43477, 9.69627, -0.19063], [-2.47760, -0.80902, 5.45232], [-1.34437, -1.87398, -3.63721], [-1.93945, -2.56716, 7.12416], [-4.24242, -2.05083, 6.48563], [3.82218, -6.97001, 3.02391], [0.26583, -2.48281, 5.29788], [1.53521, -4.83132, -6.40794], [1.33813, -0.65362, 4.37827], [-1.93978, 4.88182, -1.13189], [-1.86190, 1.39751, -4.42343], [-2.66290, -2.73775, 3.21944], [-0.26690, 1.59894, -0.06798], [-3.30488, 4.61361, -1.38954], [-3.28064, 1.47017, -4.35265], [0.88122, 4.10280, 2.48784], [3.18986, -6.45776, 5.29454], [-0.13946, 3.10609, 3.08238], [1.66480, -0.20790, -0.09074], [4.33582, -6.75561, 4.33976], [3.62467, -5.04653, -5.22308], [0.84026, -1.28625, 2.18646], [-1.70115, 5.00730, 0.28003], [0.19416, 5.42164, 2.00188], [-1.25249, 1.65376, -3.15711], [-1.16986, -2.79402, 2.74704], [2.15427, -3.69793, 2.31442], [-0.40414, -1.50006, 3.09775], [5.12658, -7.97577, 4.78574], [0.48335, 1.84229, 3.73232], [-3.33675, -3.11022, -4.19347], [-1.83201, 8.86621, -1.96287], [-1.48768, 0.49250, -2.13588], [1.06547, 1.11603, -0.67667], [-2.90349, -3.33826, 4.62239], [0.67631, -1.15004, 0.63203], [-0.43509, 9.30313, -1.56373], [-1.58812, 1.08034, -0.70870], [0.39243, -1.67362, 4.43476], [2.88686, -4.37273, -6.36993], [0.06506, 10.45666, -2.41973], [-0.21516, 5.40412, 0.50624], [1.67300, 1.20201, 2.94041], [1.77038, -0.34092, 3.03438], [1.55526, -2.64288, 2.31139], [-1.82907, -3.16912, -3.99423], [-1.12130, -3.65514, -5.24967], [3.56203, -4.65430, -7.70345], [1.81033, 1.91201, -0.47201], [2.59426, 1.59256, 3.39874], [-3.86287, -3.87154, 4.69565], [3.63286, -6.13253, -5.35429], [-3.67315, 0.46294, -4.11234], [-3.74149, -4.09192, -4.44643], [2.55719, 0.04059, 0.50596], [-2.32153, 1.90908, -0.75413], [2.62742, -5.58490, 4.95784], [1.06066, 1.04218, -1.77488], [4.59210, -4.29331, -7.70972], [1.06652, 10.75753, -2.10815], [-1.54305, -1.26920, -4.36523], [-3.70461, 1.78328, -5.31950], [-1.05296, -0.61299, 3.15696], [-0.58246, 11.33099, -2.30597], [1.66196, 1.59558, 1.91564], [0.84208, -2.15923, 0.22957], [-1.59066, 2.61422, -2.72046], [1.38404, 3.68189, 1.59534], [-3.59246, -2.41125, -4.99541], [2.48921, -7.29759, 5.33021], [3.55575, -6.26771, 6.30497], [-0.89008, 2.89393, 2.30478], [0.40084, 4.75323, -0.13495], [-3.67874, 3.84144, -0.68371], [-1.21508, -2.95785, 1.65651], [-1.03591, 10.44361, -0.09760], [-0.17529, 1.75704, -3.36467], [-0.32753, 1.14337, 3.98017], [-1.45931, -4.65387, -5.53314], [-1.59537, -3.83531, -3.16108], [-0.71234, -3.67807, 3.21125], [5.93972, -8.18126, 4.08756], [-3.43890, 4.25799, -2.42061], [-2.37085, -0.10496, -2.38766], [4.99827, -5.89043, 4.28238], [2.84913, -3.29541, -6.19862], [5.54971, -7.83047, 5.78122], [-0.30225, 2.70159, -0.07370], [-1.30672, -2.97440, -6.08601], [-1.86060, 8.53705, -3.00323], [-2.07237, 0.31299, -0.07243], [-1.94798, 4.03097, 0.74259], [4.65656, -4.69723, -5.15641], [3.56828, -5.72769, -7.91405], [-0.62642, -0.17883, -2.26260], [-2.54722, 9.68465, -1.83713], [-2.47340, -2.96935, 7.82769], [3.23313, -7.73202, 3.05621], [2.07191, -0.76606, -0.95288], [-0.70956, 5.55069, 2.62582], [-2.13695, -4.09691, 4.85985], [0.89624, 2.17332, 4.70104], [0.24840, 8.45685, -1.65519], [0.86318, 6.28336, 2.14432], [-0.38790, -0.94324, 0.42676], [4.48813, -8.86389, 4.80521], [-0.04525, -3.68466, -5.09730], [0.09586, 10.18207, -3.47579], [3.12549, -4.84242, -4.27435], [-0.26938, 1.32676, 1.00260], [-3.30599, -3.27051, 2.49947], [-3.60624, 2.17362, -3.56638], [-2.98501, -1.68513, 3.19263], [3.01823, -4.17152, -8.51699], [-2.40834, 5.76864, 0.66391], [-0.10695, 6.42772, 0.10399], [-2.16184, 8.04331, -1.32576], [2.65338, -4.61257, 2.04044], [1.68582, 4.33743, 3.20862], [-3.83062, -2.75253, -3.28717], [-0.67020, 3.64589, 3.89006], [-3.90918, 5.52762, -1.22734], [1.54980, -5.78324, -6.55897]],
  "mulliken_charge": [-0.19, 1.27, -0.56, -0.53, -0.40, -0.46, -0.73, -0.53, -0.55, -0.48, -0.41, -0.39, -0.49, -1.05, 3.59, -0.72, -0.52, 0.03, -1.04, -0.45, -1.48, 0.45, -1.26, 2.37, -0.71, -1.19, -0.31, -0.83, -0.57, -0.53, -1.37, -0.61, -1.42, -1.14, -0.09, -1.01, -0.79, -0.88, 0.52, -1.22, 0.33, 0.48, -1.46, 0.10, -0.64, 0.55, -2.02, 0.39, -1.25, -1.37, 0.51, 0.75, 0.47, 0.33, 0.21, 0.44, 0.37, 0.20, 0.14, 0.27, 0.38, 0.35, 0.23, 0.28, 0.61, 0.36, -0.11, 0.90, 0.17, 0.02, 0.29, 0.33, 0.36, -0.24, 0.28, 0.31, 0.43, 0.35, 0.18, -0.10, 0.38, 0.32, 0.48, 0.33, 0.15, 0.54, 0.28, 0.27, 0.37, -1.63, 0.31, 0.35, 0.31, 0.28, 0.38, 0.35, 0.24, 0.37, 0.34, 0.34, 0.60, 0.44, 0.34, 0.49, 0.29, 0.34, 0.06, 0.35, 0.25, 0.37, 0.31, -1.16, 0.53, 0.15, 0.40, 0.34, 0.59, -0.11, 0.21, 0.79, 0.50, 0.34, 0.67, 0.36, 0.31],
  "smiles": "C#C[C@@]1(CCCCCCCOC)[C@@H](CCCS(=O)(=O)O)C(=O)O[C@]1(Cl)CCCCCCCOC.CC(C)O.CC(C)O.CC(C)O.CC(C)O",
  "homo_lumo_gap_ev": 10.1,
  "charge": 0,
  "lumo_ev": 0.509
}

In the order shown, the computed highest occupied orbital energy values come out to -8.10 -10.09 -9.57 eV.